Entry 1:
{
  "formula": "C31H49BrFN7OPSiTi",
  "method": "wB97M-V/def2-TZVPD",
  "species": ["Ti", "C", "Si", "C", "C", "N", "C", "C", "C", "C", "C", "C", "F", "H", "H", "H", "H", "H", "H", "H", "H", "H", "H", "H", "H", "H", "C", "C", "C", "C", "C", "Br", "N", "C", "H", "H", "H", "H", "H", "H", "O", "C", "N", "N", "P", "N", "C", "C", "C", "C", "C", "N", "C", "C", "C", "C", "C", "N", "C", "C", "C", "C", "C", "H", "H", "H", "H", "H", "H", "H", "H", "H", "H", "H", "H", "H", "H", "H", "H", "H", "H", "H", "H", "H", "H", "H", "H", "H", "H", "H", "H", "H", "H"],
  "xyz": [[0.562022, 0.745989, -0.090816], [-1.030641, -3.413757, -2.082269], [0.146245, -1.947363, -2.337561], [1.468348, -2.418715, -3.590467], [-0.935288, -0.675128, -3.168502], [0.810530, -1.357287, -0.858886], [1.726788, -2.119425, -0.204032], [1.998173, -3.495280, -0.415781], [2.954019, -4.193180, 0.304618], [3.716716, -3.579696, 1.289738], [3.499075, -2.227082, 1.529206], [2.545320, -1.568368, 0.799850], [2.377604, -0.227204, 1.046378], [-1.419030, -3.748846, -3.048815], [-1.884511, -3.081866, -1.484302], [-0.591943, -4.276587, -1.579541], [1.004912, -2.774998, -4.514974], [2.156115, -3.188163, -3.238645], [2.064545, -1.534077, -3.829906], [-1.281057, -1.073016, -4.127581], [-0.417488, 0.269193, -3.336555], [-1.802816, -0.476290, -2.545569], [1.438674, -4.029684, -1.170400], [3.103424, -5.244098, 0.083476], [4.464724, -4.126633, 1.847223], [4.064480, -1.669047, 2.264414], [-1.749615, -2.481145, 4.127216], [-1.167233, -1.322988, 3.364528], [-0.862544, -0.104455, 3.990164], [-0.304220, 0.954492, 3.286866], [-0.090204, 0.780937, 1.915871], [2.010746, 2.827646, 0.782725], [-0.397647, -0.371689, 1.364412], [-0.892330, -1.425820, 2.017128], [-1.608501, -2.351522, 5.200278], [-1.277082, -3.419232, 3.834697], [-2.821380, -2.579579, 3.941248], [-1.048134, -0.009614, 5.055532], [-0.022513, 1.871900, 3.786236], [-1.035460, -2.340240, 1.450703], [3.241647, 1.043516, -3.626839], [2.561864, 1.031137, -2.638006], [1.894010, 1.021618, -1.664332], [-0.891167, 1.558658, -0.821216], [-1.417028, 3.023940, -0.972822], [-2.745583, 3.045366, -1.988166], [-3.160058, 4.319457, -2.569660], [-4.581568, 4.226463, -3.125131], [-5.451963, 3.417256, -2.172505], [-4.962549, 1.961780, -2.125311], [-3.460829, 1.871143, -2.443449], [-0.358778, 4.102737, -1.629044], [-0.117670, 5.489608, -1.242470], [0.324989, 6.291626, -2.459287], [1.668964, 5.769216, -2.987574], [1.788813, 4.251125, -2.777857], [0.415512, 3.601451, -2.771814], [-1.987552, 3.805871, 0.402529], [-3.189940, 3.226655, 1.001132], [-3.935819, 4.285750, 1.803129], [-3.033448, 4.884383, 2.878043], [-1.722463, 5.365802, 2.262500], [-1.070071, 4.251580, 1.455230], [-2.465453, 4.638572, -3.357600], [-3.132837, 5.084794, -1.786048], [-4.573563, 3.748489, -4.108861], [-4.975492, 5.234863, -3.267597], [-6.503188, 3.461420, -2.464780], [-5.383022, 3.868250, -1.177278], [-5.510593, 1.355884, -2.851800], [-5.166933, 1.530759, -1.142243], [-3.314570, 1.739120, -3.523279], [-3.010533, 1.010098, -1.961523], [0.671336, 5.540721, -0.480633], [-1.028988, 5.907916, -0.811412], [0.397742, 7.348455, -2.191855], [-0.445531, 6.212074, -3.231960], [2.487481, 6.274404, -2.469287], [1.765392, 6.019940, -4.047472], [2.254480, 4.024727, -1.815737], [2.409308, 3.791553, -3.547979], [0.516566, 2.520595, -2.668611], [-0.115019, 3.807145, -3.715357], [-2.913941, 2.388668, 1.660266], [-3.826840, 2.828873, 0.214361], [-4.829433, 3.842619, 2.252113], [-4.266499, 5.072951, 1.117213], [-2.810483, 4.111615, 3.622472], [-3.543578, 5.696617, 3.402599], [-1.032034, 5.699543, 3.040845], [-1.913967, 6.219876, 1.603905], [-0.825565, 3.409510, 2.111694], [-0.124210, 4.563419, 1.026014]],
  "atomic_forces_ev_per_a": [[0.231, -0.193, -0.301], [0.007, 0.005, 0.005], [-0.004, 0.063, -0.113], [0.042, -0.017, 0.037], [0.040, 0.019, -0.009], [-0.051, 0.148, 0.067], [0.042, -0.027, 0.073], [-0.039, -0.044, 0.005], [0.048, -0.002, 0.040], [-0.019, -0.032, -0.034], [-0.018, 0.012, 0.010], [-0.036, 0.004, -0.005], [0.030, 0.003, -0.015], [-0.002, -0.007, -0.007], [-0.005, 0.002, 0.015], [-0.011, 0.008, -0.011], [-0.010, -0.001, -0.007], [0.005, -0.020, 0.016], [-0.013, 0.016, -0.009], [0.017, -0.001, -0.004], [0.001, 0.013, -0.001], [-0.080, 0.047, 0.020], [0.010, 0.023, 0.009], [0.006, 0.001, 0.007], [-0.001, -0.002, 0.000], [0.004, -0.002, 0.006], [-0.005, 0.002, 0.007], [0.007, -0.004, 0.044], [0.111, 0.245, -0.141], [-0.138, -0.317, 0.008], [-0.008, -0.103, 0.014], [0.015, 0.074, 0.044], [-0.209, -0.121, 0.278], [0.092, 0.187, -0.120], [0.002, -0.007, 0.006], [-0.003, -0.008, -0.004], [-0.002, 0.002, 0.011], [0.003, 0.009, 0.018], [0.006, 0.035, 0.004], [-0.025, -0.003, -0.015], [-0.115, 0.058, 0.049], [0.243, -0.130, -0.037], [-0.079, -0.015, -0.004], [0.002, 0.011, 0.151], [-0.050, 0.136, -0.005], [0.011, 0.017, 0.076], [0.043, 0.014, 0.012], [0.003, -0.007, 0.009], [-0.006, 0.006, 0.013], [0.020, -0.005, 0.021], [-0.004, -0.062, -0.036], [-0.065, -0.017, 0.056], [-0.018, -0.010, -0.021], [0.000, 0.000, 0.006], [0.005, -0.010, -0.006], [-0.001, 0.000, -0.013], [0.050, -0.047, -0.087], [-0.045, -0.029, -0.078], [-0.010, -0.011, 0.014], [-0.009, -0.006, 0.000], [0.003, 0.007, -0.005], [0.003, -0.013, -0.014], [0.080, 0.018, -0.012], [0.021, 0.003, 0.007], [-0.006, 0.003, -0.010], [-0.002, -0.003, -0.008], [0.012, 0.001, 0.000], [0.001, -0.001, 0.004], [0.001, -0.001, 0.004], [0.001, -0.006, -0.008], [0.003, -0.005, -0.002], [-0.002, -0.008, 0.021], [0.004, -0.052, 0.016], [0.008, 0.031, -0.028], [-0.002, 0.006, 0.026], [-0.012, 0.001, 0.007], [-0.006, -0.005, 0.002], [0.009, 0.009, -0.003], [-0.003, 0.004, -0.002], [-0.012, 0.001, -0.035], [0.000, -0.004, -0.010], [-0.037, 0.155, -0.054], [-0.002, 0.018, 0.009], [-0.001, 0.006, -0.013], [-0.025, -0.011, -0.021], [0.001, 0.000, -0.007], [-0.005, 0.004, -0.001], [0.001, -0.003, 0.006], [0.003, -0.003, 0.003], [0.008, -0.002, 0.000], [0.003, 0.006, -0.007], [0.004, -0.026, 0.019], [-0.064, -0.028, 0.048]],
  "charge": -1,
  "homo_energy_ha": -0.15557,
  "orbital_gap_ev": 6.7,
  "fmax_ev_per_a": 0.43,
  "total_energy_ha": -5823.714938,
  "e_above_lowest_kcal_mol": 8.6
}

---

Entry 2:
{
  "formula": "C31H49BrO2P2Pd",
  "method": "wB97M-V/def2-TZVPD",
  "species": ["Pd", "C", "C", "C", "C", "C", "C", "H", "H", "H", "C", "H", "H", "H", "C", "H", "H", "H", "C", "H", "H", "H", "C", "H", "H", "H", "C", "C", "C", "C", "C", "C", "C", "C", "H", "H", "H", "H", "H", "H", "H", "H", "H", "H", "H", "H", "P", "C", "H", "H", "H", "C", "H", "H", "H", "C", "H", "H", "H", "P", "C", "H", "H", "H", "C", "H", "H", "H", "C", "H", "H", "H", "Br", "C", "C", "C", "C", "C", "C", "C", "O", "O", "H", "H", "H", "H"],
  "xyz": [[0.961369, 1.764259, -2.089476], [0.782202, -2.367692, -1.469701], [1.846641, -1.528644, -1.895408], [1.998515, -1.766969, 0.391456], [0.918418, -2.569170, -0.065303], [2.600619, -1.153829, -0.747141], [-0.220308, -2.990033, -2.361373], [-0.490212, -2.310586, -3.183916], [-1.135064, -3.239183, -1.807631], [0.161782, -3.921397, -2.813499], [0.141204, -3.495057, 0.769788], [-0.636058, -3.999810, 0.195166], [-0.338589, -2.950968, 1.589943], [0.782502, -4.259999, 1.226087], [2.447989, -1.692228, 1.794363], [3.003712, -2.595980, 2.093225], [1.578259, -1.612566, 2.458562], [3.099166, -0.830905, 1.971369], [3.839298, -0.344920, -0.768522], [4.685741, -0.922844, -1.177467], [4.113846, -0.029336, 0.244214], [3.723621, 0.550951, -1.398930], [2.175750, -1.204315, -3.304475], [2.772511, -1.997418, -3.791217], [2.758062, -0.274544, -3.369962], [1.263906, -1.081505, -3.905999], [-1.005165, 2.296472, -2.547098], [-0.516647, 1.312410, -3.456163], [-0.024567, 1.689064, -4.823951], [1.454855, 2.191087, -4.913221], [2.064748, 2.613150, -3.597730], [1.497659, 3.631067, -2.787212], [0.283637, 4.428776, -3.208604], [-1.090034, 3.746031, -2.965541], [-0.674418, 2.435266, -5.294054], [1.524271, 2.973863, -5.686559], [-0.084341, 0.789566, -5.445656], [-1.683007, 3.831413, -3.889339], [-1.689590, 1.962283, -1.752405], [-0.922232, 0.302879, -3.312521], [-1.624896, 4.308288, -2.186882], [0.311723, 5.368929, -2.637224], [2.107309, 4.050034, -1.973294], [0.353076, 4.718832, -4.265032], [2.078147, 1.366897, -5.291395], [3.110658, 2.323908, -3.414568], [-2.811193, -0.779207, -0.016526], [-3.537613, -2.362160, 0.562801], [-4.634679, -2.294185, 0.569330], [-3.167107, -2.575716, 1.578621], [-3.201937, -3.168468, -0.107908], [-3.700773, 0.460974, 0.999712], [-4.780276, 0.360347, 0.824355], [-3.364165, 1.462832, 0.694133], [-3.455810, 0.302438, 2.071141], [-3.643053, -0.581443, -1.649433], [-3.312683, 0.366242, -2.097367], [-4.737595, -0.587434, -1.560814], [-3.330031, -1.400143, -2.312664], [0.372710, 1.879342, 1.080270], [2.117158, 2.447979, 0.936296], [2.224757, 3.449703, 1.370340], [2.381303, 2.481855, -0.136232], [2.803650, 1.750600, 1.433855], [-0.487786, 3.488161, 0.861055], [-0.343795, 3.869398, -0.156562], [-0.117347, 4.222967, 1.584875], [-1.560115, 3.326336, 1.024395], [0.259447, 1.681410, 2.907126], [0.609295, 2.580835, 3.435140], [0.871117, 0.810405, 3.189558], [-0.786358, 1.458354, 3.170123], [-2.248834, -4.145334, 3.593582], [-1.196389, -3.201953, 4.867093], [-0.625148, -3.896355, 5.936208], [0.180995, -3.217873, 6.855994], [0.396810, -1.842365, 6.708704], [-0.200022, -1.145672, 5.651506], [-0.992081, -1.826967, 4.716146], [-1.566302, -1.115802, 3.508878], [-2.628211, -0.463859, 3.667157], [-0.894825, -1.211850, 2.438077], [-0.811586, -4.958880, 6.033019], [0.640187, -3.768122, 7.676641], [1.031733, -1.304577, 7.418008], [-0.059517, -0.067340, 5.537665]],
  "atomic_forces_ev_per_a": [[0.478, -1.925, 3.491], [0.201, -0.065, -0.109], [0.139, -0.069, 0.233], [0.425, -0.035, 0.104], [-0.373, -0.255, 0.010], [-0.185, -0.077, -0.336], [-0.421, 0.032, -0.068], [0.111, -0.251, 0.174], [0.239, -0.019, -0.174], [-0.065, 0.256, 0.135], [-0.189, -0.198, -0.205], [0.099, -0.044, 0.055], [0.069, 0.071, 0.072], [0.001, 0.126, -0.037], [-0.002, 0.263, 0.276], [-0.144, 0.133, -0.148], [0.061, -0.090, -0.079], [-0.052, -0.182, -0.037], [0.236, 0.219, 0.235], [-0.272, 0.138, 0.067], [0.018, -0.009, -0.310], [0.094, -0.223, 0.133], [-0.008, 0.302, -0.371], [-0.183, 0.199, 0.274], [-0.060, -0.263, -0.035], [0.234, -0.072, 0.112], [-1.081, -0.786, -1.623], [-1.822, 0.919, 0.400], [0.455, -0.278, -0.731], [0.239, -0.557, -0.322], [0.162, 1.714, -0.261], [1.072, 0.224, -1.213], [0.004, 0.594, 0.177], [-0.041, 0.330, 0.517], [-0.088, -0.113, 0.236], [0.041, -0.070, 0.419], [-0.090, 0.252, -0.043], [0.033, -0.162, 0.317], [0.528, 0.142, -0.185], [0.469, 0.154, 0.056], [0.096, -0.219, -0.284], [-0.076, -0.277, -0.267], [-0.171, -0.159, -0.365], [0.212, -0.173, 0.187], [-0.225, 0.225, 0.048], [-0.388, 0.140, -0.042], [-1.897, -0.217, 1.140], [0.796, -0.143, 0.098], [0.279, 0.052, -0.104], [-0.222, 0.133, -0.414], [-0.270, 0.143, 0.233], [0.704, 0.249, 0.122], [0.236, -0.029, -0.066], [-0.226, -0.172, 0.110], [-0.085, 0.014, -0.579], [0.942, 0.042, -0.458], [-0.264, -0.223, 0.001], [0.296, -0.005, 0.225], [-0.162, 0.213, 0.088], [0.134, 0.074, -0.090], [0.013, 0.079, -0.123], [0.187, -0.191, -0.099], [0.209, 0.147, 0.303], [-0.158, 0.173, -0.135], [-0.094, -0.113, 0.068], [-0.018, -0.013, 0.161], [-0.123, -0.052, -0.143], [0.156, 0.161, -0.037], [-0.170, -0.388, -0.167], [-0.100, -0.220, -0.217], [-0.218, 0.311, 0.005], [0.342, 0.108, 0.020], [0.103, -0.064, 0.249], [0.518, 0.203, 0.472], [-0.078, 0.260, -0.130], [-0.162, 0.197, -0.374], [-0.153, 0.096, -0.133], [0.051, -0.285, 0.020], [0.358, -0.387, -0.286], [-2.051, 1.273, 1.421], [1.614, -0.897, -0.493], [0.113, -0.044, -0.879], [0.043, 0.062, 0.061], [-0.137, 0.167, -0.211], [-0.280, -0.213, -0.223], [-0.006, -0.364, 0.081]],
  "charge": 2,
  "homo_energy_ha": [-0.47534, -0.46582],
  "s2": 6.02,
  "orbital_gap_ev": [6.9, 4.2],
  "fmax_ev_per_a": 4.01,
  "spin_multiplicity": 5,
  "total_energy_ha": -4744.983548
}